No. 1
The following is a DFT calculation (wB97M-V/def2-TZVPD) of a 11-piece molecular cluster, C36H95N17O11 overall at a distorted geometry.

Last column: Mulliken charge in e.
CARTESIAN COORDINATES (ANGSTROEM)
C 0.581 0.238 -7.776  -1.7188
C -0.804 -0.359 -8.266  1.6407
C -2.003 0.297 -7.551  -1.1973
C -2.118 1.771 -7.956  -0.7494
C -2.110 2.052 -9.439  -1.1942
C -1.041 1.280 -10.225  1.9232
N -0.950 -0.124 -9.741  -0.0020
O 0.020 -0.913 -10.435  -0.4361
C -1.455 1.211 -11.718  -2.1276
C 0.305 1.986 -10.258  -1.7132
C -0.884 -1.861 -7.990  -2.0230
H 0.680 1.315 -7.638  0.3553
H 1.552 -0.084 -8.152  0.3393
H 0.636 -0.086 -6.737  0.4577
H -2.901 -0.130 -7.998  0.3731
H -1.960 0.074 -6.485  0.4589
H -1.358 2.378 -7.463  0.3123
H -3.027 2.102 -7.453  0.4407
H -1.858 3.104 -9.574  0.3749
H -3.118 1.911 -9.826  0.4025
H -2.224 0.451 -11.856  0.5107
H -1.910 2.133 -12.082  0.4360
H -0.650 0.813 -12.336  0.4130
H 1.149 1.311 -10.117  0.3291
H 0.477 2.615 -11.132  0.4149
H 0.459 2.706 -9.454  0.3660
H -1.603 -2.382 -8.621  0.3811
H -1.177 -2.047 -6.956  0.4308
H 0.071 -2.277 -8.311  0.4401
H -0.561 -1.627 -10.706  0.3612
C 10.388 0.154 -6.356  -1.8040
C 10.237 -0.103 -4.849  1.3799
C 9.579 1.152 -4.333  -0.8331
C 8.930 1.085 -2.959  -0.9311
C 7.902 -0.142 -2.978  -1.1509
C 8.704 -1.508 -3.365  1.5281
N 9.464 -1.329 -4.655  0.2471
O 10.044 -2.533 -5.048  -0.4921
C 9.650 -1.913 -2.238  -1.6176
C 7.620 -2.531 -3.572  -1.9996
C 11.737 -0.126 -4.286  -1.6156
H 11.016 -0.497 -6.965  0.3578
H 10.966 1.070 -6.475  0.3805
H 9.380 0.182 -6.770  0.4804
H 10.333 1.859 -3.986  0.2533
H 8.870 1.543 -5.062  0.3768
H 8.376 1.960 -2.620  0.3958
H 9.748 1.073 -2.239  0.4076
H 7.298 0.146 -3.838  0.3631
H 7.292 -0.209 -2.077  0.4900
H 9.159 -1.930 -1.265  0.4024
H 10.279 -2.782 -2.434  0.3227
H 10.277 -1.039 -2.060  0.3043
H 6.899 -2.329 -4.364  0.4141
H 7.941 -3.558 -3.745  0.4374
H 7.105 -2.641 -2.618  0.4231
H 12.192 0.863 -4.252  0.4125
H 12.394 -0.759 -4.883  0.3796
H 11.845 -0.585 -3.302  0.3260
H 9.456 -2.851 -5.737  0.3616
C 6.369 -8.500 2.176  0.6285
O 5.455 -8.273 1.459  -0.6260
N 7.255 -9.367 1.859  -0.4023
N 6.495 -8.172 3.432  -0.3974
H 7.150 -9.826 0.966  0.2153
H 8.148 -9.408 2.329  0.1843
H 7.169 -8.531 4.093  0.1826
H 5.700 -7.672 3.803  0.2152
C -5.159 10.173 2.946  0.6381
O -5.852 11.128 3.291  -0.6608
N -5.253 9.002 3.532  -0.3925
N -4.341 10.220 1.946  -0.3911
H -5.935 8.916 4.272  0.2208
H -4.755 8.196 3.182  0.1807
H -4.278 9.413 1.342  0.1959
H -3.959 11.100 1.631  0.2101
C 0.283 -9.190 4.881  0.6129
O -0.663 -9.475 5.594  -0.6334
N 0.166 -8.376 3.815  -0.4102
N 1.496 -9.654 5.055  -0.3751
H -0.796 -8.123 3.644  0.2258
H 0.885 -8.294 3.109  0.1896
H 1.805 -10.118 5.898  0.2104
H 2.046 -9.739 4.213  0.1798
C -1.647 3.105 10.528  0.5771
O -1.963 2.464 9.600  -0.5953
N -0.573 3.813 10.649  -0.3639
N -2.357 3.102 11.656  -0.4504
H -0.366 4.425 11.424  0.1624
H 0.045 3.892 9.854  0.2226
H -3.284 2.739 11.490  0.2488
H -2.190 3.926 12.215  0.1983
C 3.114 -2.929 6.826  0.6902
O 3.849 -2.333 6.085  -0.6720
N 3.550 -3.951 7.462  -0.4256
N 1.859 -2.731 6.946  -0.4043
H 3.026 -4.398 8.201  0.1780
H 4.462 -4.238 7.135  0.2210
H 1.546 -1.870 6.520  0.2273
H 1.294 -3.468 7.343  0.1859
C -6.775 4.917 -1.090  0.6366
O -5.733 5.510 -0.822  -0.6733
N -7.271 3.867 -0.573  -0.3404
N -7.557 5.314 -2.067  -0.4194
H -8.182 3.526 -0.846  0.1625
H -6.851 3.398 0.217  0.2209
H -7.132 5.983 -2.693  0.2284
H -8.296 4.743 -2.452  0.1834
C 0.603 5.769 3.202  -1.2755
C 1.632 4.649 3.220  0.3531
C 2.677 4.860 1.984  -0.7078
O 2.158 5.060 0.681  -0.3786
C 1.115 4.166 0.240  -0.6104
N 2.279 4.599 4.490  -0.7060
H 0.000 5.680 2.298  0.2709
H 0.969 6.791 3.306  0.3296
H -0.062 5.624 4.053  0.3782
H 1.026 3.768 3.008  0.2711
H 3.424 4.071 1.906  0.3931
H 3.265 5.745 2.226  0.3560
H 1.285 4.102 -0.835  0.2618
H 0.152 4.572 0.549  0.1829
H 1.303 3.199 0.705  0.3017
H 3.095 4.024 4.338  0.2834
H 2.655 5.527 4.622  0.2965
C -11.218 -0.227 4.988  -1.2147
C -12.344 -0.645 5.979  0.3141
C -12.237 -2.072 6.572  -0.7099
O -12.697 -2.915 5.549  -0.2983
C -12.658 -4.301 5.864  -0.7484
N -12.550 0.424 6.937  -0.7299
H -10.323 0.012 5.561  0.3230
H -11.580 0.577 4.347  0.3055
H -11.049 -1.080 4.330  0.3370
H -13.323 -0.738 5.508  0.3103
H -12.893 -2.194 7.434  0.3871
H -11.185 -2.175 6.840  0.3191
H -13.188 -4.586 6.772  0.3050
H -11.648 -4.709 5.894  0.2953
H -13.206 -4.781 5.053  0.2521
H -13.387 0.243 7.473  0.2952
H -11.970 0.136 7.713  0.2574
C -4.124 -2.407 3.220  -1.1726
C -3.357 -1.102 2.754  0.4690
C -3.173 -1.081 1.251  -0.7358
O -2.575 -2.372 0.762  -0.3458
C -1.206 -2.693 1.198  -0.6616
N -3.783 0.121 3.441  -0.7378
H -3.780 -3.330 2.753  0.2934
H -5.199 -2.258 3.120  0.3360
H -3.796 -2.478 4.257  0.3189
H -2.354 -1.029 3.175  0.2462
H -2.625 -0.233 0.840  0.3613
H -4.127 -1.032 0.726  0.2897
H -1.074 -2.693 2.280  0.2723
H -0.547 -1.893 0.861  0.2952
H -0.898 -3.633 0.740  0.2413
H -3.387 0.191 4.367  0.2697
H -3.417 0.929 2.957  0.2607

## Properties
Spin multiplicity: 1
E_HOMO: -8.17 eV
SMILES: CC1(C)CCCC(C)(C)N1O.CC1(C)CCCC(C)(C)N1O.COC[C@H](C)N.COC[C@H](C)N.COC[C@H](C)N.NC(N)=O.NC(N)=O.NC(N)=O.NC(N)=O.NC(N)=O.NC(N)=O

***

No. 2
The following is a DFT calculation (wB97M-V/def2-TZVPD) of a 12-piece molecular cluster, C36H96O12 overall at a distorted geometry.

Last column: Mulliken charge in e.
CARTESIAN COORDINATES (ANGSTROEM)
C 1.399 -5.137 4.938  -1.7093
C 0.631 -4.091 4.146  0.8565
C 1.280 -3.792 2.809  -0.8306
O -0.705 -4.514 3.854  -0.5493
H 1.349 -6.128 4.487  0.3773
H 1.055 -5.180 5.977  0.4656
H 2.451 -4.872 5.076  0.3594
H 0.552 -3.178 4.753  0.0940
H 1.421 -4.744 2.290  0.4536
H 2.273 -3.340 2.870  0.3844
H 0.693 -3.093 2.213  -0.2529
H -1.187 -4.622 4.682  0.3086
C 5.007 -0.524 -0.758  -1.0813
C 4.546 -1.966 -0.928  0.3181
C 4.235 -2.681 0.393  -0.4433
O 3.416 -1.961 -1.815  -0.4733
H 4.198 0.144 -0.463  -0.0193
H 5.433 -0.172 -1.697  0.3848
H 5.800 -0.507 -0.008  0.3894
H 5.393 -2.505 -1.369  0.4191
H 3.508 -3.480 0.220  0.0066
H 3.724 -2.014 1.093  -0.1968
H 5.108 -3.076 0.908  0.4925
H 3.362 -2.882 -2.100  0.2374
C -0.267 1.396 -0.761  -1.3380
C 0.988 0.549 -0.760  1.0666
C 1.065 -0.426 0.409  0.5910
O 1.006 -0.297 -1.924  -0.2863
H -0.431 1.847 -1.740  0.1498
H -0.228 2.126 0.047  0.1208
H -1.161 0.829 -0.480  0.1816
H 1.845 1.227 -0.784  0.2225
H 2.129 -0.651 0.499  -0.2867
H 0.463 -1.313 0.231  -0.7328
H 0.810 -0.027 1.395  0.2077
H 1.806 -0.854 -1.915  0.1196
C 1.315 4.693 -2.929  -0.1988
C 1.408 6.165 -2.576  0.4908
C 0.283 6.604 -1.658  -1.2781
O 2.641 6.373 -1.877  -0.5767
H 0.329 4.475 -3.350  -0.1389
H 1.483 4.092 -2.037  -0.1693
H 2.044 4.379 -3.679  0.4474
H 1.315 6.862 -3.416  0.2756
H -0.678 6.602 -2.177  0.3370
H 0.457 7.605 -1.262  0.3710
H 0.106 5.948 -0.799  0.1487
H 3.396 6.215 -2.448  0.3109
C -2.303 5.302 -4.920  -0.9695
C -3.162 4.098 -4.596  0.4466
C -2.318 2.922 -4.074  -0.6942
O -4.132 4.450 -3.620  -0.5553
H -2.841 6.120 -5.395  0.4108
H -1.515 4.997 -5.613  0.3503
H -1.808 5.581 -3.986  -0.1153
H -3.648 3.761 -5.524  0.2378
H -1.571 2.605 -4.805  0.3642
H -3.007 2.082 -3.955  0.1187
H -1.809 3.140 -3.135  0.0566
H -4.549 3.626 -3.346  0.3320
C -2.342 3.028 2.738  -1.1232
C -3.803 2.752 3.062  0.8152
C -4.206 3.439 4.362  -1.3535
O -4.528 3.292 1.940  -0.5725
H -2.039 2.623 1.773  0.0137
H -1.671 2.633 3.506  0.3006
H -2.149 4.104 2.724  0.5722
H -3.940 1.667 3.100  -0.0227
H -4.606 4.419 4.093  0.3364
H -3.418 3.502 5.105  0.3292
H -5.067 2.916 4.793  0.3821
H -5.456 3.093 2.128  0.3318
C -3.650 -0.845 -3.902  -2.2128
C -2.552 -0.492 -2.940  1.2887
C -2.320 -1.592 -1.880  -1.0636
O -1.301 -0.447 -3.644  0.0006
H -4.643 -0.675 -3.478  0.4090
H -3.659 -1.897 -4.201  0.4613
H -3.600 -0.292 -4.844  0.4326
H -2.779 0.431 -2.395  0.3690
H -1.438 -1.364 -1.279  -0.0423
H -2.116 -2.584 -2.281  0.2727
H -3.185 -1.668 -1.209  0.3015
H -0.594 -0.125 -3.061  -0.1774
C 2.434 0.045 3.990  -0.4662
C 1.783 0.327 5.315  0.9305
C 2.103 -0.721 6.379  -1.4156
O 2.157 1.616 5.810  -0.5408
H 2.037 -0.883 3.566  -0.1169
H 3.498 -0.130 4.183  0.4713
H 2.254 0.776 3.203  -0.2079
H 0.703 0.390 5.114  0.0740
H 1.255 -0.823 7.057  0.4254
H 3.020 -0.534 6.937  0.3714
H 2.291 -1.709 5.940  0.2012
H 1.579 1.943 6.499  0.3299
C -3.606 -2.665 3.391  -1.6403
C -2.795 -2.370 2.133  0.4632
C -1.859 -1.175 2.211  0.8785
O -2.098 -3.510 1.663  -0.3091
H -3.997 -3.682 3.385  0.3737
H -4.420 -1.950 3.519  0.4477
H -2.992 -2.589 4.296  0.2636
H -3.499 -2.046 1.358  0.2384
H -1.023 -1.312 2.901  -0.1008
H -2.455 -0.273 2.388  -0.1589
H -1.433 -1.008 1.222  -0.6202
H -1.549 -3.874 2.387  0.1989
C 2.151 3.516 1.219  0.1491
C 2.285 4.556 2.337  0.2746
C 1.948 3.960 3.695  -1.1209
O 3.645 4.994 2.418  -0.5817
H 2.960 2.808 1.045  0.2666
H 2.028 4.063 0.280  -0.2294
H 1.226 2.981 1.454  -0.1661
H 1.568 5.352 2.115  0.2819
H 2.544 3.080 3.917  0.1716
H 0.886 3.717 3.782  0.1165
H 2.155 4.706 4.465  0.4678
H 3.769 5.784 1.883  0.3363
C -0.506 -4.696 -1.332  -0.9642
C 0.076 -5.792 -0.426  0.7226
C 0.004 -7.128 -1.163  -1.6234
O 1.441 -5.504 -0.137  -0.5264
H -1.419 -5.120 -1.759  0.4407
H 0.112 -4.448 -2.199  0.3230
H -0.738 -3.808 -0.746  -0.0529
H -0.498 -5.792 0.499  0.2039
H 0.507 -7.062 -2.127  0.3390
H -1.025 -7.465 -1.320  0.3922
H 0.422 -7.934 -0.554  0.4218
H 1.881 -5.229 -0.944  0.2995
C 1.021 -1.530 -5.922  -0.9706
C -0.241 -2.302 -6.363  0.4863
C -0.454 -3.529 -5.519  -0.8631
O -1.355 -1.422 -6.244  -0.6373
H 1.087 -0.554 -6.401  0.3252
H 1.948 -2.051 -6.194  0.4526
H 1.054 -1.413 -4.839  -0.0449
H -0.140 -2.580 -7.415  0.3279
H -1.301 -4.110 -5.897  0.3219
H -0.775 -3.315 -4.497  -0.1059
H 0.456 -4.134 -5.475  0.3988
H -1.448 -1.150 -5.301  0.2177

## Properties
Spin multiplicity: 1
E_HOMO: -9.24 eV
SMILES: CC(C)O.CC(C)O.CC(C)O.CC(C)O.CC(C)O.CC(C)O.CC(C)O.CC(C)O.CC(C)O.CC(C)O.CC(C)O.CC(C)O

***

No. 3
The following is a DFT calculation (wB97M-V/def2-TZVPD) of a 9-piece molecular cluster, C36H98ClN8O4 overall at a distorted geometry.

Last column: Mulliken charge in e.
CARTESIAN COORDINATES (ANGSTROEM)
N 1.550 4.769 -0.987  -0.0721
H 2.036 4.759 -0.044  -0.1876
H 0.809 5.452 -0.820  0.4477
H 1.200 3.819 -1.131  -0.0101
H 2.174 5.114 -1.714  0.4558
N -2.543 2.091 -2.404  0.8205
H -2.342 1.376 -3.139  -0.2414
H -2.052 2.884 -2.819  0.5562
H -2.110 1.776 -1.538  -0.4044
H -3.564 2.355 -2.207  0.3666
Cl -0.497 0.913 0.162  -0.2688
O 0.178 0.232 1.224  -0.3713
O -1.667 1.604 0.620  -0.4740
O 0.371 1.982 -0.354  0.6040
O -0.859 -0.055 -0.848  -0.2608
C 3.170 6.947 1.328  -1.2762
C 2.218 6.182 2.241  -0.5126
N 1.982 4.794 1.830  0.7140
C 0.759 4.229 2.421  0.0133
C -0.509 5.084 2.281  -1.5541
C 3.122 3.949 2.244  -1.0145
C 3.382 2.764 1.318  -0.8364
H 4.233 6.861 1.580  0.3517
H 3.110 8.019 1.549  0.4111
H 3.002 6.760 0.268  0.2412
H 2.644 6.265 3.249  0.3057
H 1.268 6.707 2.187  0.4323
H 0.510 3.360 1.802  -0.0255
H 0.811 3.843 3.444  0.3314
H -1.435 4.516 2.285  0.3287
H -0.628 5.904 2.993  0.3483
H -0.418 5.621 1.325  0.2568
H 2.975 3.640 3.283  0.3838
H 4.049 4.526 2.285  0.4575
H 3.545 3.104 0.293  0.1826
H 2.522 2.088 1.258  0.0448
H 4.181 2.119 1.678  0.5382
C -5.417 0.316 -0.603  -1.1823
C -5.290 1.788 -0.304  -0.5121
N -5.098 2.723 -1.437  0.3448
C -5.070 4.099 -0.947  -0.7559
C -3.963 4.445 0.060  -1.1941
C -6.176 2.653 -2.444  -0.5571
C -5.714 3.196 -3.831  -1.1348
H -6.162 0.194 -1.393  0.3731
H -5.804 -0.206 0.269  0.4040
H -4.456 -0.113 -0.889  0.1038
H -6.190 2.174 0.203  0.5102
H -4.517 1.920 0.458  0.1339
H -4.941 4.724 -1.833  0.3756
H -6.010 4.436 -0.485  0.4437
H -4.008 5.518 0.244  0.5258
H -4.038 3.949 1.024  0.3421
H -2.996 4.207 -0.392  0.0589
H -7.049 3.201 -2.077  0.3597
H -6.550 1.654 -2.668  0.2862
H -6.311 2.743 -4.617  0.4337
H -4.667 2.947 -3.983  0.0841
H -5.860 4.274 -3.831  0.3719
C 5.211 -5.640 3.585  -1.3684
C 4.213 -4.581 4.008  -0.4536
N 3.264 -4.211 2.958  0.7043
C 2.704 -5.306 2.184  -0.5330
C 1.840 -6.244 3.028  -1.0097
C 2.359 -3.139 3.265  -0.7555
C 2.644 -1.935 2.348  -0.1961
H 4.823 -6.647 3.426  0.3140
H 5.958 -5.712 4.381  0.4250
H 5.782 -5.383 2.691  0.2655
H 3.690 -4.838 4.939  0.3678
H 4.822 -3.699 4.228  0.3929
H 3.497 -5.875 1.700  0.4674
H 2.069 -4.838 1.426  0.1289
H 2.452 -6.895 3.660  0.2788
H 1.134 -6.841 2.449  0.4242
H 1.254 -5.699 3.776  0.0755
H 1.323 -3.496 3.208  -0.1062
H 2.390 -2.761 4.293  0.5031
H 3.641 -1.527 2.535  0.3156
H 2.554 -2.167 1.289  -0.6134
H 1.989 -1.096 2.613  0.3687
C -2.003 -1.734 -3.638  -1.1489
C -2.183 -0.695 -4.740  -0.8640
N -1.347 0.501 -4.585  0.8513
C -1.454 1.453 -5.698  -0.6262
C -2.814 1.496 -6.407  -1.2942
C 0.024 0.239 -4.155  0.4088
C 0.858 1.509 -4.017  -0.9100
H -1.192 -2.452 -3.750  0.2363
H -2.889 -2.374 -3.607  0.4003
H -1.965 -1.258 -2.655  0.1037
H -1.850 -1.131 -5.700  0.6151
H -3.234 -0.475 -4.902  0.5352
H -1.213 2.472 -5.384  0.3046
H -0.643 1.177 -6.393  0.4295
H -2.912 2.456 -6.916  0.3689
H -2.991 0.727 -7.152  0.3223
H -3.548 1.529 -5.600  0.1777
H 0.511 -0.447 -4.865  0.2918
H -0.017 -0.234 -3.174  -0.6934
H 1.174 1.969 -4.950  0.4602
H 1.729 1.195 -3.435  0.0801
H 0.393 2.294 -3.411  0.0167
C 3.253 0.070 -0.852  0.5721
C 3.777 -0.720 -2.089  -1.9220
N 4.012 -2.125 -1.876  0.1795
C 5.169 -2.499 -1.073  -0.1869
C 5.688 -3.894 -1.321  -1.3929
C 2.886 -3.023 -1.682  0.4998
C 1.693 -2.691 -2.609  -1.0013
H 2.344 -0.441 -0.537  -0.3282
H 3.099 1.082 -1.224  0.0034
H 4.031 0.005 -0.094  0.4909
H 3.213 -0.495 -2.995  0.5067
H 4.776 -0.312 -2.283  0.4627
H 5.962 -1.753 -1.186  0.4267
H 4.867 -2.306 -0.027  0.1131
H 5.287 -4.688 -0.689  0.2325
H 5.549 -4.155 -2.372  0.3622
H 6.756 -3.965 -1.101  0.4127
H 2.514 -2.973 -0.648  -0.6236
H 3.176 -4.049 -1.903  0.6277
H 0.857 -3.326 -2.326  0.4954
H 2.015 -2.958 -3.619  0.3278
H 1.457 -1.630 -2.599  -0.2812
C -0.497 -2.679 5.423  -1.1897
C -1.340 -2.151 4.267  -0.3141
N -1.530 -3.183 3.251  0.5736
C -2.376 -4.277 3.752  -0.5117
C -2.430 -5.459 2.802  -1.2329
C -2.082 -2.613 2.019  0.0121
C -3.451 -1.924 2.116  -0.8692
H 0.091 -3.539 5.097  0.0789
H -1.034 -3.053 6.295  0.3916
H 0.217 -1.906 5.709  0.4027
H -2.300 -1.736 4.612  0.4752
H -0.869 -1.277 3.811  0.0723
H -2.034 -4.580 4.742  0.4579
H -3.424 -3.979 3.889  0.2588
H -2.993 -6.296 3.215  0.4430
H -2.999 -5.188 1.906  0.2545
H -1.466 -5.786 2.408  0.2017
H -2.038 -3.252 1.136  0.5284
H -1.356 -1.848 1.709  -0.7117
H -3.782 -1.617 1.124  0.0898
H -3.512 -1.025 2.729  0.3105
H -4.112 -2.666 2.569  0.3417

## Properties
Net charge: +1
Spin multiplicity: 1
E_HOMO: -8.82 eV